1.
Computed, not measured: an isolated molecule of C23H27N3O2, with wB97M-V/def2-TZVPD.

Each line ends with the natural charge from an NBO analysis.
Element x y z (Å)
1 N -3.932 -2.259 -1.645  -0.45
2 H -1.066 -1.397 3.584  0.17
3 H 2.765 -0.733 4.565  0.20
4 C 1.639 1.146 -3.223  0.03
5 C -0.668 -0.579 2.957  -0.23
6 H -3.160 1.132 -3.336  0.23
7 H -0.498 -2.896 1.677  0.20
8 H 2.052 0.692 6.314  0.20
9 C -3.379 0.193 -2.852  -0.16
10 C -4.478 -0.544 -3.209  -0.26
11 C 1.970 -0.374 3.906  -0.23
12 H 1.170 -2.353 3.633  0.17
13 C -0.888 -1.465 0.140  -0.13
14 C 4.097 1.888 -2.156  -0.22
15 C 3.567 0.640 -1.877  -0.20
16 H 2.376 0.440 3.277  0.17
17 H -5.576 -2.373 -2.826  0.19
18 C 3.398 2.768 -2.966  -0.21
19 C 2.341 0.272 -2.405  -0.24
20 C -2.020 -2.129 -0.280  0.38
21 H 1.621 3.082 -4.123  0.22
22 C 1.504 -1.510 3.003  -0.22
23 H 0.916 -2.443 0.699  0.21
24 H 0.301 0.841 -4.877  0.20
25 H 1.678 2.007 5.176  0.16
26 C 2.176 2.399 -3.497  -0.23
27 H -0.046 2.068 -1.477  0.19
28 C -4.714 -1.770 -2.568  0.06
29 H 0.317 0.271 -0.074  0.23
30 C 0.017 -2.052 1.188  -0.24
31 N 0.440 -1.038 2.139  -0.44
32 C -1.347 0.374 -1.397  -0.11
33 C -0.574 -0.222 -0.434  -0.12
34 C -0.204 0.556 3.860  -0.23
35 H 0.125 1.404 3.232  0.17
36 H -1.465 -0.224 2.300  0.21
37 O -0.738 1.665 -3.387  -0.54
38 H -5.160 -0.198 -3.971  0.22
39 H 5.052 2.175 -1.742  0.21
40 C -2.511 -0.295 -1.853  -0.01
41 C 1.280 1.104 5.666  -0.40
42 H 4.106 -0.047 -1.242  0.21
43 H 2.339 -1.847 2.383  0.20
44 H 0.426 1.389 6.279  0.20
45 H 1.925 -0.700 -2.181  0.21
46 O -2.383 -3.329 0.226  -0.68
47 H 0.033 -0.254 -3.495  0.18
48 C 0.289 0.775 -3.784  -0.11
49 C -2.843 -1.550 -1.283  0.06
50 H -3.211 -3.568 -0.230  0.51
51 H 3.808 3.743 -3.185  0.21
52 H -1.747 2.441 -1.848  0.20
53 C -0.949 1.704 -1.987  -0.10
54 H -1.036 0.890 4.485  0.20
55 N 0.866 0.090 4.722  -0.44

Gap between HOMO and LUMO   8.38 eV
ΔE to the lowest compared entry with this formula, charge and spin   53.5 kcal/mol
Highest occupied orbital energy   -8.109 eV



2.
Computed, not measured: an isolated molecule of C5H9NO, with wB97M-V/def2-TZVPD.

Each line ends with the natural charge from an NBO analysis.
Element x y z (Å)
1 H -0.494 1.028 2.244  0.23
2 C 1.156 -0.408 0.398  -0.24
3 H -0.421 -1.657 -0.518  0.21
4 O -2.389 -1.010 0.914  -0.53
5 C -0.251 -0.704 -0.013  -0.19
6 N 0.552 0.296 -0.699  -0.39
7 H -1.147 1.852 0.830  0.25
8 H 2.029 0.480 -2.134  0.20
9 H 1.387 0.218 1.254  0.20
10 H 1.879 -1.198 0.187  0.20
11 H 0.388 0.287 -2.788  0.21
12 H -2.261 1.223 2.098  0.24
13 C -1.429 -0.274 0.818  0.59
14 C 1.077 -0.048 -2.008  -0.41
15 H 1.261 -1.129 -2.126  0.17
16 C -1.337 1.045 1.545  -0.73

Gap between HOMO and LUMO   10.36 eV
ΔE to the lowest compared entry with this formula, charge and spin   45.7 kcal/mol
Highest occupied orbital energy   -9.392 eV



3.
Computed, not measured: a cluster of 11 separate species, C32H91N5O11 in total in a non-equilibrium geometry, with wB97M-V/def2-TZVPD.

Each line ends with the Löwdin charge.
Element x y z (Å)
1 H -1.130 1.701 -4.299  0.07
2 C 1.769 2.495 -2.884  -0.08
3 C 1.221 -2.699 -2.128  -0.32
4 C 1.464 2.050 0.880  -0.06
5 H 0.709 2.752 -2.996  0.06
6 H -3.938 0.574 -3.467  0.15
7 H -1.228 2.640 4.394  0.10
8 N 3.221 -6.813 2.479  0.03
9 O 0.964 5.395 -0.349  -0.22
10 C -2.927 -4.035 0.195  -0.22
11 H 2.771 6.062 -0.781  0.08
12 C -0.327 5.124 -0.900  -0.18
13 H -4.867 -4.734 -1.491  0.10
14 H -2.598 -0.277 6.506  0.06
15 N -1.269 5.819 1.326  0.05
16 H -1.885 1.963 -2.804  0.07
17 H -0.629 6.061 -1.469  0.15
18 C 0.163 1.243 0.681  -0.30
19 C 3.324 -2.948 0.757  -0.12
20 C -2.740 4.692 -0.235  -0.05
21 H -2.683 2.421 1.777  0.05
22 N -1.725 -2.061 1.058  0.07
23 C -1.024 -0.266 5.341  -0.27
24 O -3.001 0.794 -0.717  -0.11
25 C -2.567 2.087 2.808  -0.09
26 H 3.661 0.085 3.139  0.07
27 H -5.301 2.187 -1.005  0.09
28 H -0.508 0.498 5.886  0.10
29 H 5.080 4.553 0.604  0.09
30 H 6.400 1.333 2.389  0.13
31 C -5.180 1.515 -0.126  -0.08
32 C -2.915 0.476 -3.877  -0.42
33 H 3.821 2.931 2.710  0.12
34 H -0.307 6.059 1.629  0.10
35 C -2.142 1.764 -3.873  -0.05
36 H 1.746 2.014 1.921  0.06
37 H 0.349 -1.943 5.571  0.08
38 H -3.481 -0.985 -5.393  0.12
39 H -1.376 -0.810 -3.416  0.08
40 H 4.083 -5.026 -0.368  0.12
41 H -2.650 4.033 -1.099  0.08
42 H 2.295 1.586 0.364  0.06
43 H -0.251 -0.653 0.911  0.01
44 O -2.094 4.216 3.614  -0.06
45 H 1.301 3.107 0.606  0.06
46 H 4.396 -2.727 0.526  0.10
47 C -4.410 0.484 -7.227  -0.10
48 H 4.218 0.247 1.487  0.07
49 H 5.122 -0.792 2.677  0.08
50 H 3.979 -6.656 3.122  0.06
51 H -0.632 3.095 2.805  0.09
52 H 1.415 0.641 -1.864  0.10
53 H 4.673 3.610 -0.791  0.08
54 H -0.908 -2.103 4.286  0.06
55 H -3.379 4.183 0.474  0.07
56 H 1.597 -4.478 -1.088  0.04
57 H -3.690 0.418 -8.075  0.09
58 H -2.087 -0.060 -5.790  0.12
59 H 0.722 -2.232 -1.236  0.11
60 H -2.477 -1.568 0.544  0.07
61 H -4.239 -0.343 0.504  0.10
62 H -3.533 -3.905 1.081  0.13
63 H 0.527 -1.114 4.043  0.04
64 H -1.013 3.871 0.636  0.12
65 H 5.511 3.520 2.604  0.12
66 H 6.224 0.721 4.683  0.08
67 H 2.282 2.892 -3.777  0.09
68 H -1.239 -4.394 2.380  0.08
69 H 1.822 -4.587 -2.829  0.08
70 C -1.329 4.848 0.225  -0.44
71 C 4.068 -5.199 0.706  -0.17
72 H -0.275 1.415 -0.291  0.09
73 H -2.809 -5.105 -0.053  0.14
74 O -3.563 -3.322 -0.843  -0.19
75 H -3.479 2.167 3.397  0.09
76 C 5.426 1.386 2.855  -0.40
77 H -2.635 2.648 -4.253  0.08
78 C -3.033 0.006 -5.309  -0.23
79 C 3.655 -6.642 1.061  -0.40
80 C -0.179 -1.426 4.760  -0.06
81 H 2.890 -2.816 -0.244  0.05
82 H -4.701 -0.337 -1.149  0.10
83 C 4.469 3.720 0.257  -0.09
84 H 4.524 -7.309 0.952  0.13
85 H 0.234 -4.243 1.503  0.05
86 H 3.048 0.770 -2.659  0.12
87 H 0.861 -1.460 -3.592  0.02
88 H 2.243 2.975 -2.040  0.05
89 H -6.155 1.142 0.134  0.06
90 H -2.265 1.038 2.837  0.05
91 H 1.650 0.650 -4.677  0.09
92 O 0.543 -2.343 -3.348  -0.10
93 H 5.054 -5.011 1.145  0.12
94 O -1.897 -0.897 6.334  -0.10
95 H 4.765 1.531 4.723  0.07
96 C -4.848 -3.725 -1.031  -0.15
97 H 3.420 3.978 0.455  0.07
98 C 1.966 0.990 -2.730  -0.25
99 C 1.189 -4.214 -2.034  -0.07
100 N -2.269 -0.511 -3.011  0.06
101 H -0.604 1.438 1.421  0.07
102 H -5.310 -3.084 -1.751  0.08
103 H -1.963 -2.120 2.073  0.09
104 C 4.554 0.140 2.531  -0.06
105 H -4.942 2.134 0.747  0.06
106 C -1.607 -3.409 0.482  -0.40
107 C -4.266 0.301 -0.383  -0.33
108 H 1.556 -6.873 0.535  0.06
109 H 0.153 -4.560 -2.066  0.08
110 H 2.878 -2.194 1.410  0.09
111 H -1.853 4.714 2.870  -0.01
112 H -1.610 0.260 4.571  0.08
113 H 2.406 -8.348 0.456  0.08
114 H -2.882 -1.351 -3.048  0.11
115 H 2.586 -6.027 2.658  0.07
116 H -4.845 -0.507 -7.076  0.08
117 O 4.831 2.559 1.001  -0.21
118 H 1.456 6.854 -1.702  0.09
119 H 2.227 -2.302 -2.046  0.09
120 H 2.038 5.246 -2.149  0.08
121 H -1.109 -3.223 -0.445  0.11
122 H -0.246 4.251 -1.558  0.11
123 C -1.512 2.971 3.404  -0.34
124 C 2.519 -7.276 0.231  -0.07
125 O 1.384 0.270 -3.843  -0.10
126 H 2.690 -7.165 -0.835  0.07
127 H -0.861 -5.425 0.880  0.08
128 H -1.711 6.700 1.065  0.09
129 O -3.854 0.912 -5.990  -0.19
130 C 4.833 2.723 2.370  -0.22
131 C -0.810 -4.442 1.367  -0.02
132 O 3.180 -4.222 1.301  -0.21
133 H -5.374 -3.785 -0.062  0.10
134 H -5.269 1.154 -7.473  0.10
135 H -2.556 0.314 -1.413  0.00
136 H -3.223 5.644 -0.514  0.09
137 N 5.689 1.511 4.299  0.02
138 O 0.535 -0.112 0.857  -0.10
139 C 1.841 5.916 -1.304  -0.12

Gap between HOMO and LUMO   9.58 eV
ΔE to the lowest compared entry with this formula, charge and spin   19.0 kcal/mol
Highest occupied orbital energy   -9.117 eV



Q: What is the gap between HOMO and LUMO in the first record?
A: 8.38 eV